{"formula": "C19H29BClNO8S", "method": "ωB97M-V with the def2-TZVPD basis set", "lumo_energy_ev": -0.82, "smiles": "CC(=O)OCCCCC1=C(B(N)O)C(=O)C(CCCCl)=C(CCCCS(=O)(=O)O)C1=O", "homo_ha": -0.3537, "largest_force_ev_per_a": 0.90, "mol_weight_g_mol": 477.772, "charge": 0, "energy_ha": -2281.38252, "symbols": ["C", "C", "O", "O", "C", "C", "C", "C", "C", "C", "B", "N", "O", "C", "O", "C", "C", "C", "C", "Cl", "C", "C", "C", "C", "C", "S", "O", "O", "O", "C", "O", "H", "H", "H", "H", "H", "H", "H", "H", "H", "H", "H", "H", "H", "H", "H", "H", "H", "H", "H", "H", "H", "H", "H", "H", "H", "H", "H", "H", "H"], "xyz": [[-4.36750, 2.96921, -0.09010], [-3.92367, 4.39359, -0.28950], [-4.66945, 5.32172, -0.40344], [-2.56071, 4.54185, -0.32863], [-2.02269, 4.77480, -1.64753], [-0.66480, 4.10886, -1.73790], [-0.73259, 2.61161, -2.08129], [-0.69662, 1.68007, -0.84812], [-0.00645, 0.37320, -1.12380], [1.31198, 0.16262, -1.21162], [2.42217, 1.27413, -1.00984], [3.37538, 1.54813, -2.04472], [2.45098, 2.00643, 0.14593], [1.73161, -1.23127, -1.54609], [2.66197, -1.47049, -2.28549], [0.93532, -2.33386, -0.90461], [1.65584, -3.58043, -0.44965], [3.11569, -3.38485, 0.02077], [3.30946, -3.74769, 1.49468], [4.89034, -4.52983, 1.79668], [-0.38177, -2.12497, -0.82555], [-1.40508, -3.02599, -0.20358], [-2.08638, -2.37590, 1.03055], [-1.22839, -1.33611, 1.74974], [-0.01522, -1.93266, 2.45941], [0.95439, -0.59004, 3.09649], [0.12412, 0.43943, 3.64077], [1.93086, -0.22196, 2.10616], [1.67959, -1.35969, 4.28985], [-0.89044, -0.81979, -1.36505], [-1.95283, -0.73767, -1.93852], [-5.37186, 2.96402, 0.32617], [-4.39688, 2.47967, -1.06759], [-3.67273, 2.41936, 0.54107], [-2.70708, 4.35081, -2.39025], [-1.96488, 5.84961, -1.82946], [-0.05552, 4.62445, -2.48147], [-0.18304, 4.21220, -0.76242], [0.10545, 2.35143, -2.73120], [-1.64130, 2.39543, -2.64901], [-0.24658, 2.19170, 0.00416], [-1.72398, 1.43939, -0.56558], [3.97202, 2.32597, -1.78161], [3.96469, 0.75941, -2.28261], [1.91758, 1.61941, 0.84963], [1.07714, -4.01067, 0.37142], [1.61598, -4.31809, -1.25455], [3.76150, -4.03279, -0.56961], [3.45727, -2.36749, -0.15075], [2.55011, -4.44553, 1.84386], [3.29168, -2.86596, 2.13327], [-0.96309, -3.99136, 0.03791], [-2.18965, -3.21773, -0.93924], [-2.99106, -1.86065, 0.70660], [-2.36376, -3.16945, 1.72740], [-1.83464, -0.81176, 2.48940], [-0.87923, -0.56994, 1.05306], [-0.30779, -2.56953, 3.29308], [0.65613, -2.44524, 1.77199], [2.17840, -0.70911, 4.81036]], "mulliken_charge": [-0.857, 0.644, -0.542, -0.307, -0.544, -0.962, -0.645, -1.101, 0.393, 0.540, 0.827, -0.436, -0.683, -1.015, -0.630, 1.219, -1.010, -0.681, -0.343, -0.215, 0.663, -1.265, -1.016, -0.056, 0.356, 1.150, -0.687, -0.619, -0.472, 0.002, -0.631, 0.372, 0.240, 0.267, 0.352, 0.349, 0.460, 0.359, 0.471, 0.459, 0.700, 0.006, 0.226, 0.247, 0.294, 0.269, 0.490, 0.482, 0.360, 0.293, 0.034, 0.427, 0.383, 0.453, 0.461, 0.625, -0.391, 0.596, -0.763, 0.401]}



{"formula": "C8H26CdN2O6", "method": "ωB97M-V with the def2-TZVPD basis set", "lumo_energy_ev": 4.18, "homo_ha": -0.0364, "largest_force_ev_per_a": 2.68, "mol_weight_g_mol": 358.716, "charge": -2, "energy_ha": -1048.74787, "symbols": ["Cd", "O", "H", "O", "H", "O", "H", "O", "H", "C", "C", "C", "O", "C", "N", "H", "H", "H", "H", "H", "H", "H", "H", "H", "H", "H", "C", "C", "C", "O", "C", "N", "H", "H", "H", "H", "H", "H", "H", "H", "H", "H", "H"], "xyz": [[-0.16471, -2.64063, -1.55683], [-1.45702, -0.80354, -3.49940], [-1.39827, 0.01294, -4.03274], [-2.33685, -3.49230, 0.05849], [-1.98321, -3.63891, 0.95737], [0.11509, -4.44500, -3.75111], [0.32784, -4.14611, -4.65662], [1.73489, -4.16410, 0.03645], [2.60887, -3.81443, 0.29803], [-2.80910, 2.61142, 0.70841], [-3.24852, 1.15840, 1.19854], [-4.04000, 1.12698, 2.55187], [-4.44178, -0.24398, 2.81285], [-5.26677, -0.46834, 4.01032], [-3.99383, 0.43462, 0.22244], [-2.25123, 3.00461, 1.55828], [-3.58683, 3.27176, 0.32474], [-2.12114, 2.41540, -0.11401], [-2.36069, 0.59690, 1.48937], [-4.86923, 1.83426, 2.53678], [-3.38770, 1.55792, 3.31140], [-4.63253, -0.20717, 4.85745], [-5.42459, -1.53206, 4.18835], [-6.21689, 0.05560, 3.90613], [-4.57100, 1.05189, -0.33069], [-3.22529, 0.32634, -0.42387], [3.08386, 2.18631, -1.54085], [3.01207, 0.60664, -1.73214], [4.38134, -0.20703, -1.57062], [4.86693, 0.24556, -0.29413], [6.20096, -0.04965, 0.11242], [2.09254, 0.03314, -0.68386], [3.40124, 2.71386, -2.44032], [3.79452, 2.52021, -0.78483], [2.15326, 2.72587, -1.36490], [2.69785, 0.43123, -2.76102], [5.07022, -0.02208, -2.39485], [4.10223, -1.25807, -1.64496], [6.86625, 0.63958, -0.40763], [6.36451, -1.10254, -0.11731], [6.46287, 0.04295, 1.16643], [1.80310, 0.92131, -0.29983], [2.64675, -0.28997, 0.09623]], "mulliken_charge": [1.331, -0.946, 0.074, -0.970, 0.185, -0.970, 0.154, -0.943, 0.116, -1.360, 0.375, -0.842, -0.233, -0.764, -0.571, 0.371, 0.350, 0.384, 0.287, 0.352, 0.320, 0.298, 0.254, 0.274, 0.225, 0.265, -1.447, 0.335, -0.859, -0.303, -0.798, -0.536, 0.359, 0.310, 0.433, 0.315, 0.443, 0.409, 0.283, 0.316, 0.243, 0.204, 0.269]}



{"formula": "C2H2N2O", "method": "ωB97M-V with the def2-TZVPD basis set", "lumo_energy_ev": 0.89, "smiles": "c1nnco1", "homo_ha": -0.3921, "largest_force_ev_per_a": 3.58, "mol_weight_g_mol": 70.051, "charge": 0, "energy_ha": -262.11244, "symbols": ["C", "C", "H", "H", "N", "N", "O"], "xyz": [[-0.13244, -0.08838, 1.02756], [0.34842, 0.18542, -1.03128], [0.06418, -0.06023, 2.13721], [1.02907, 0.31610, -1.92116], [-1.22299, -0.46206, 0.47489], [-0.91842, -0.26405, -0.90920], [0.83218, 0.37320, 0.22198]], "mulliken_charge": [0.115, 0.126, 0.341, 0.326, -0.311, -0.330, -0.267]}